No. 1
The following is a DFT calculation (ωB97M-V/def2-TZVPD) of the molecule C3H5FN4.

SMILES	[H]/N=c1/cc(F)[nH]n1N
HOMO level	-8.333	eV
largest force on an atom	6.09	eV/A
energy above the lowest of the compared OMol25 structures with the same formula, charge and spin	94.7	kcal/mol
E_LUMO	0.0267	Eh

CARTESIAN COORDINATES (ANGSTROEM)
1 H -1.60640 -0.07400 1.96479
2 N -0.64306 -0.44789 2.03891
3 C 0.12231 -0.49600 1.01476
4 C 1.47451 -0.59540 0.57966
5 C 1.68628 0.10670 -0.60024
6 F 2.85516 0.30286 -1.25074
7 N 0.50742 0.50734 -1.16187
8 N -0.56290 -0.26313 -0.31473
9 N -1.91717 0.14903 -0.24039
10 H 2.57054 -0.87344 1.02113
11 H 0.27563 0.53201 -2.22786
12 H -2.04456 1.18072 -0.01847
13 H -2.71775 -0.02880 -0.80496

Atomic forces in eV per Å
H 1.108 -0.793 -0.822
N 2.179 -0.279 0.679
C -4.406 1.337 -1.004
C 6.057 0.567 -0.174
C -1.609 -1.677 0.633
F -1.517 -0.166 0.793
N -2.433 0.232 -1.565
N -0.326 0.107 -1.450
N 2.025 3.797 1.749
H -3.428 0.427 -0.164
H 0.973 -0.418 2.750
H 0.711 -1.566 0.046
H 0.665 -1.568 -1.471


No. 2
The following is a DFT calculation (ωB97M-V/def2-TZVPD) of a structure of composition C30H45Cl2N2PSc.

net charge	-1
HOMO level	-2.578	eV
largest force on an atom	4.31	eV/A
energy above the lowest of the compared OMol25 structures with the same formula, charge and spin	11.3	kcal/mol
E_LUMO	0.0963	Eh

CARTESIAN COORDINATES (ANGSTROEM)
1 P 0.35545 -0.73897 0.34260
2 C 1.19150 -1.78451 -0.94783
3 C 1.64066 -3.20085 -0.54703
4 C 2.48280 -3.81937 -1.67545
5 C 1.72386 -3.83936 -3.00797
6 C 1.23420 -2.43547 -3.38401
7 C 0.38444 -1.83559 -2.25641
8 C -1.38397 -1.32037 0.61210
9 C -1.54936 -2.82935 0.85379
10 C -2.99320 -3.14401 1.27622
11 C -4.00304 -2.63044 0.24136
12 C -3.81263 -1.13053 -0.01925
13 C -2.37438 -0.81681 -0.44925
14 C 1.20696 -1.22641 1.92521
15 C 2.70313 -0.87176 1.85362
16 C 3.44235 -1.33190 3.11571
17 C 2.79856 -0.75433 4.38221
18 C 1.30505 -1.09169 4.44438
19 C 0.56697 -0.61790 3.18441
20 H 2.09339 -1.18831 -1.14968
21 H 0.76890 -3.83655 -0.34877
22 H 2.23677 -3.17581 0.37061
23 H 2.78829 -4.83491 -1.39495
24 H 3.40165 -3.22831 -1.79200
25 H 2.36214 -4.24747 -3.80087
26 H 0.85697 -4.51054 -2.91982
27 H 2.09669 -1.78004 -3.56585
28 H 0.65224 -2.47032 -4.31318
29 H 0.03912 -0.83359 -2.53044
30 H -0.50922 -2.45703 -2.11243
31 H -1.64540 -0.78630 1.53605
32 H -3.19200 -2.66460 2.24520
33 H -0.85006 -3.18374 1.61999
34 H -1.31791 -3.37561 -0.06958
35 H -3.11142 -4.22469 1.42362
36 H -5.02629 -2.83451 0.57913
37 H -3.86306 -3.18105 -0.70053
38 H -4.51359 -0.78339 -0.78798
39 H -4.03681 -0.56732 0.89727
40 H -2.24499 0.25886 -0.57449
41 H -2.17330 -1.28803 -1.41791
42 H 1.11221 -2.31912 1.99701
43 H 3.16296 -1.29878 0.95662
44 H 2.80408 0.21617 1.74215
45 H 3.42112 -2.43027 3.16640
46 H 4.49738 -1.03809 3.05368
47 H 2.91612 0.33740 4.38098
48 H 3.31311 -1.12764 5.27602
49 H 0.84781 -0.63650 5.33116
50 H 1.18235 -2.17995 4.54558
51 H -0.48834 -0.89939 3.25371
52 H 0.59011 0.47613 3.11820
53 Sc 0.61434 1.59659 -0.03944
54 Cl -1.22133 1.93457 1.47910
55 Cl 2.75189 1.19002 -1.08213
56 C -0.12191 1.62308 -1.73093
57 H 0.54241 1.21698 -2.51139
58 C -1.38353 2.08172 -2.30064
59 C -2.51231 2.46773 -1.54962
60 C -3.67664 2.87776 -2.18621
61 C -3.74333 2.92485 -3.58264
62 C -2.63457 2.54984 -4.34409
63 C -1.47074 2.12856 -3.70918
64 H -2.45315 2.42549 -0.46669
65 H -4.53954 3.16720 -1.59269
66 H -2.68029 2.58370 -5.42906
67 H -0.60504 1.82984 -4.29550
68 H -4.65569 3.25157 -4.07405
69 N 0.79437 4.72426 -1.59034
70 C 0.95233 4.79361 -0.18604
71 C 1.16034 6.05460 0.39777
72 C 1.36532 6.16160 1.77004
73 C 1.36944 5.01517 2.55367
74 C 1.15319 3.77691 1.95174
75 N 0.93037 3.66861 0.60727
76 H 0.76354 3.83538 -2.08817
77 H 0.80058 5.58400 -2.15855
78 H 1.17607 6.94946 -0.21168
79 H 1.53244 7.13040 2.22298
80 H 1.53917 5.08204 3.62065
81 H 1.16190 2.88739 2.56653

Atomic forces in eV per Å
P -0.409 -2.456 0.361
C -0.008 -0.304 0.113
C 0.046 0.082 -0.204
C -0.119 -0.017 0.045
C 0.049 0.104 0.024
C -0.067 -0.097 0.157
C 0.113 0.012 -0.090
C 0.086 -0.348 0.043
C -0.237 0.157 0.041
C 0.066 -0.016 -0.107
C 0.061 0.083 0.073
C 0.107 -0.111 -0.048
C -0.030 -0.003 0.166
C -0.046 -0.499 -0.093
C -0.158 -0.008 0.156
C -0.040 0.076 -0.037
C -0.040 -0.094 -0.074
C 0.013 0.095 -0.069
C 0.166 -0.215 -0.039
H -0.149 -0.146 -0.010
H 0.091 0.035 -0.029
H -0.065 -0.043 -0.074
H -0.007 0.077 -0.049
H -0.094 -0.046 0.002
H -0.050 0.016 0.077
H 0.080 0.071 0.005
H -0.089 -0.062 0.026
H 0.073 0.003 0.101
H 0.036 -0.112 0.114
H 0.071 -0.015 -0.016
H -0.006 -0.075 -0.076
H 0.015 -0.033 -0.099
H -0.065 0.009 -0.058
H -0.048 0.046 0.066
H -0.018 0.089 -0.002
H 0.088 0.001 -0.029
H 0.001 0.062 0.097
H 0.093 -0.032 0.094
H 0.015 -0.052 -0.074
H -0.017 -0.204 -0.086
H -0.013 0.079 0.065
H 0.132 0.012 0.194
H -0.020 0.082 0.119
H 0.049 -0.087 0.016
H -0.016 0.099 0.006
H -0.116 -0.032 0.029
H 0.003 -0.067 -0.025
H -0.050 0.040 -0.083
H 0.061 -0.053 -0.069
H 0.021 0.108 -0.020
H 0.096 0.079 -0.010
H -0.023 -0.087 0.035
Sc 1.913 2.057 1.925
Cl -0.912 -0.279 1.134
Cl 1.313 0.044 0.235
C -2.519 0.114 -3.496
H -0.144 0.337 0.108
C 1.096 -0.568 -0.274
C -0.342 0.207 -0.291
C 0.343 -0.060 -0.228
C -0.249 0.089 -0.062
C 0.152 -0.079 0.372
C -0.895 0.325 -0.370
H -0.132 0.119 -0.264
H 0.029 -0.016 -0.043
H -0.032 0.001 0.036
H -0.082 0.027 0.065
H 0.060 -0.022 0.038
N 0.300 0.477 1.522
C 0.013 -0.712 -1.030
C 0.079 0.323 0.910
C -0.196 -0.281 -1.000
C -0.012 -0.740 0.132
C 0.123 1.880 -1.199
N 0.855 1.955 0.086
H -0.228 -0.173 0.560
H 0.035 -0.883 0.971
H -0.034 -0.098 -0.100
H -0.014 0.032 -0.049
H -0.010 -0.089 -0.030
H -0.143 -0.193 -0.316


No. 3
The following is a DFT calculation (ωB97M-V/def2-TZVPD) of the molecule C5H7BOS.

2S+1	3
HOMO level (spin up / spin down)	-5.642 / -9.854	eV
largest force on an atom	7.29	eV/A
E_LUMO (spin up / spin down)	0.0166 / -0.0861	Eh

CARTESIAN COORDINATES (ANGSTROEM)
1 B 0.86456 -2.64579 -2.09873
2 C 0.46832 -0.48937 -0.46450
3 C -0.20004 0.54813 0.15505
4 C 0.75243 -1.36138 -1.25224
5 C -0.11554 1.39715 1.21796
6 C -1.40711 1.77295 1.82757
7 O 0.36029 -2.56657 -3.37383
8 S 1.25020 2.01298 2.23218
9 H 1.41815 -3.55427 -1.56076
10 H 2.23923 2.29711 1.38230
11 H -1.30246 0.45056 -0.19359
12 H -1.33395 1.52146 2.88296
13 H -1.48681 2.85353 1.80617
14 H -2.12805 1.21190 1.29172
15 H 0.62076 -3.44838 -3.85226

Atomic forces in eV per Å
B 0.132 1.640 0.528
C -1.543 4.010 3.131
C -1.430 -4.856 -5.245
C 0.840 -3.235 -2.456
C 2.238 3.670 4.303
C 1.507 0.214 0.928
O 1.229 -3.230 -0.856
S -1.193 -0.770 -0.747
H -0.050 -0.364 -0.500
H 0.003 -0.178 -0.497
H 1.881 0.511 0.113
H -0.687 -0.207 0.338
H -0.603 0.293 -0.248
H -1.337 0.009 0.079
H -0.988 2.495 1.128


No. 4
The following is a DFT calculation (ωB97M-V/def2-TZVPD) of the ion C2H4NO2 with charge +1.

net charge	+1
SMILES	[NH3+][C@H]1OC1=O
HOMO level	-15.788	eV
largest force on an atom	4.34	eV/A
energy above the lowest of the compared OMol25 structures with the same formula, charge and spin	47.0	kcal/mol
E_LUMO	-0.1720	Eh

CARTESIAN COORDINATES (ANGSTROEM)
1 N -1.05570 -0.10085 0.35706
2 C 0.10279 0.03852 -0.50151
3 O 0.96449 1.20483 -0.16137
4 C 1.50503 0.01853 -0.02295
5 O 2.44456 -0.59880 0.32594
6 H -0.68039 -0.08554 1.33705
7 H -1.36604 -0.92408 -0.03175
8 H -1.88065 0.64151 0.32005
9 H -0.03409 -0.19413 -1.62251

Atomic forces in eV per Å
N 0.051 4.051 1.546
C 1.677 1.020 -2.771
O -0.378 0.447 -0.615
C 0.126 -1.827 1.042
O -0.441 0.863 -0.308
H -0.978 -0.761 -0.634
H -1.897 -3.199 0.208
H 2.161 -1.424 -0.358
H -0.323 0.831 1.891